Entry 1:
Below is 3 unconnected molecules or ions with the total composition C36H61F6NO8 at a distorted geometry, with properties calculated with ωB97M-V/def2-TZVPD.

Results
total charge: 0
multiplicity: 1
structure (SMILES): CC(C)=CCC[C@@H](C)CC[C@](CCCC(F)(F)C(F)(F)F)(OC(=O)CCF)c1ccncc1.COCCOCCOC.COCCOCCOC

Each line ends with the Mulliken charge.
Element x y z (Å)
C 2.9241 -5.9092 1.7237  -0.697
C 1.9986 -6.0639 3.0885  0.361
C 2.3116 -5.3522 4.5344  -0.815
C 0.7305 -6.8932 3.0178  -0.876
C -0.6665 -5.9869 2.8606  0.173
C -1.4881 -6.6440 1.6030  -1.114
C -1.9798 -5.5191 0.4698  1.250
C -2.6943 -6.4310 -0.7358  -1.223
C -3.1791 -4.5196 1.0701  -0.741
C -3.5941 -3.3224 0.0318  -0.882
C -2.5669 -2.0344 0.0141  1.675
C -1.4383 -2.0391 1.2023  0.230
C -0.4255 -0.7123 1.1564  -0.771
C 1.1505 -1.0804 1.4122  -0.337
C 2.1282 -0.1298 0.4436  0.572
F 2.3492 -0.8120 -0.8617  -0.247
F 1.5267 1.2391 0.2288  -0.391
C 3.6004 0.1677 1.1614  0.526
F 4.5174 0.5945 0.0715  -0.238
F 4.1720 -1.0160 1.8522  -0.226
F 3.4566 1.3598 2.0684  -0.205
O -3.4040 -0.8261 -0.0505  -0.363
C -3.7997 -0.3411 1.2793  0.501
O -3.2177 0.8089 1.6976  -0.511
C -4.9017 -1.0155 2.2871  -0.356
C -4.5224 -0.7600 3.8958  -0.328
F -3.5468 -1.8265 4.3074  -0.305
C -1.7493 -2.1164 -1.4189  -0.263
C -2.3463 -1.5327 -2.8164  -0.633
C -1.5006 -1.6895 -4.1685  -0.256
N -0.1563 -2.2669 -4.4445  -0.441
C 0.3448 -2.7858 -3.1420  -0.653
C -0.2963 -2.8042 -1.6734  0.346
H 4.0417 -5.6326 1.9664  0.290
H 2.8276 -6.8969 1.0614  0.306
H 2.4031 -5.0577 1.0691  0.020
H 1.2707 -5.2263 5.0813  0.261
H 3.0005 -6.0120 5.2138  0.285
H 2.7169 -4.2722 4.3223  0.210
H 0.7248 -8.0692 3.0255  0.309
H -1.2781 -6.1326 3.8637  0.320
H -0.4300 -4.8614 2.6150  -0.069
H -2.3872 -7.3013 1.9861  0.183
H -0.7609 -7.3994 1.0340  0.477
H -1.0707 -4.9107 0.0268  -0.534
H -2.5398 -5.9720 -1.8054  0.292
H -2.1617 -7.4841 -0.7451  0.415
H -3.8414 -6.6494 -0.4896  0.242
H -4.1342 -5.2312 1.1543  0.463
H -2.9612 -4.1655 2.1732  0.147
H -3.5765 -3.8047 -1.0601  0.291
H -4.7076 -2.9258 0.1640  0.454
H -0.6999 -2.9754 1.1387  -0.523
H -1.8949 -2.1011 2.3037  0.356
H -0.6449 -0.1131 0.1752  0.367
H -0.7595 0.0021 2.0528  0.329
H 1.4195 -2.2163 1.3324  0.022
H 1.4358 -0.7542 2.5239  0.429
H -5.0336 -2.1736 2.1831  0.167
H -5.9620 -0.5020 2.1234  0.376
H -5.5121 -0.9265 4.5327  0.287
H -4.1453 0.3280 4.1080  0.264
H -3.3969 -1.0003 -2.8289  0.264
H -2.0374 -1.2662 -5.1504  0.274
H 1.4315 -3.2793 -3.2237  0.264
H 0.2800 -3.3104 -0.7788  -0.160
C 2.9712 0.7878 -4.7873  -0.660
O 2.1682 1.3786 -5.8021  -0.335
C 0.7872 1.0500 -5.6672  -0.400
C -0.0926 2.1990 -6.1681  -0.356
O -0.1738 3.3035 -5.2558  -0.494
C 1.0138 4.0950 -5.1139  -0.272
C 1.3307 4.9556 -6.3408  -0.574
O 1.8682 4.1507 -7.3907  -0.259
C 1.5395 4.6435 -8.6801  -0.799
H 2.9822 -0.2978 -4.9002  0.315
H 3.9926 1.1669 -4.8980  0.276
H 2.6082 1.0663 -3.7950  0.239
H 0.5350 0.8382 -4.6221  0.212
H 0.6023 0.1542 -6.2682  0.443
H -1.1176 1.8225 -6.2586  0.406
H 0.2011 2.5338 -7.1635  0.109
H 1.8635 3.4784 -4.8171  0.075
H 0.8133 4.7702 -4.2742  0.409
H 2.0880 5.7023 -6.0805  0.406
H 0.4180 5.4702 -6.6679  0.350
H 0.4551 4.7581 -8.7859  0.348
H 1.8772 3.9130 -9.4210  0.227
H 2.0420 5.5962 -8.8606  0.329
C 0.1974 3.8515 1.4999  -0.240
O 0.9383 4.4711 2.5443  -0.249
C 2.1733 5.0189 2.0880  -0.395
C 2.5443 6.2635 2.8995  -0.423
O 1.7909 7.4312 2.5420  -0.474
C 0.4074 7.4312 2.9202  -0.238
C 0.1810 7.5801 4.4279  -0.571
O 0.4717 6.3544 5.1004  -0.227
C 0.9638 6.5563 6.4159  -0.807
H 0.7224 2.9644 1.1409  -0.146
H -0.7742 3.5496 1.9050  0.246
H 0.0237 4.5523 0.6798  0.403
H 2.1139 5.2899 1.0280  0.364
H 2.9416 4.2505 2.2182  0.274
H 3.5876 6.5123 2.6748  0.415
H 2.4964 6.0798 3.9733  0.136
H -0.1109 6.5617 2.5133  0.033
H -0.0273 8.3087 2.4282  0.411
H -0.8703 7.8175 4.6200  0.395
H 0.8080 8.3961 4.8095  0.352
H 1.8370 7.2177 6.4054  0.351
H 1.2770 5.5873 6.8155  0.230
H 0.1803 6.9711 7.0536  0.325

=====

Entry 2:
Below is a single C22H18FN3O5 molecule at a distorted geometry, with properties calculated with ωB97M-V/def2-TZVPD.

Results
total charge: 0
multiplicity: 1
relative energy (zero: lowest compared OMol25 entry of this formula, charge and spin): 0.00 kcal per mole
structure (SMILES): CCOCn1oc(=O)c(-c2ccc(F)cc2)c1-c1ccnc(Oc2ccccc2O)n1

Each line ends with the natural charge from an NBO analysis.
Element x y z (Å)
O 2.3588 -0.2228 4.8129  -0.594
F 3.8994 6.0825 3.1308  -0.321
N -1.7849 3.0254 -0.5631  -0.440
N -0.8685 0.9657 0.1043  -0.550
O 0.7023 0.0559 -1.8107  -0.728
O -1.9142 1.3597 -2.0674  -0.442
O 0.8721 -1.2481 3.4281  -0.293
O 0.3211 -1.9875 0.3233  -0.549
C 1.5289 -0.1868 3.9209  0.729
C 1.2601 1.0131 3.1031  -0.225
C 0.3456 0.6077 2.1825  0.243
C -1.4924 1.7442 -0.8108  0.698
C -1.5146 3.5293 0.6187  0.094
C -0.4504 1.4951 1.2614  0.201
C -0.8528 2.7858 1.5510  -0.282
C -1.0593 -2.1401 -4.1972  -0.205
C -2.3316 -1.5070 -4.2532  -0.227
C 3.0657 4.1464 4.3552  -0.273
C 2.8226 4.2890 1.9967  -0.290
C -0.0393 -1.5661 -3.3929  -0.272
C -2.5461 -0.3437 -3.4894  -0.225
C 2.4304 2.9274 4.3745  -0.181
C 2.1890 3.0490 1.9953  -0.179
C 3.2815 4.8617 3.1529  0.406
C -0.2871 -0.4565 -2.5924  0.327
C -1.5642 0.1669 -2.6555  0.187
C 2.0114 2.3253 3.1815  -0.056
N 0.1262 -0.7496 2.3112  -0.139
C -0.5528 -1.6359 1.3736  0.080
C 2.7352 -2.1774 0.3158  -0.626
C 1.4139 -2.8846 0.6234  -0.071
H 0.3859 0.0632 -0.8809  0.508
H -1.7826 4.5544 0.8862  0.211
H -0.5677 3.1710 2.5220  0.240
H -0.8921 -3.0195 -4.8150  0.216
H -3.1143 -1.8413 -4.9441  0.218
H 3.5355 4.5093 5.2718  0.231
H 2.9560 4.8496 1.0700  0.232
H 0.9420 -2.0490 -3.4770  0.228
H -3.5219 0.1203 -3.5307  0.225
H 2.2846 2.4109 5.3255  0.243
H 1.8835 2.6256 1.0423  0.218
H -1.4727 -1.2284 0.9497  0.238
H -0.7709 -2.5409 1.9448  0.193
H 2.8086 -1.2954 0.9294  0.205
H 3.5918 -2.8331 0.4895  0.214
H 2.7988 -1.8819 -0.7430  0.222
H 1.4143 -3.2445 1.6257  0.179
H 1.3449 -3.7645 -0.0212  0.182

=====

Entry 3:
Below is a molecular structure, C26H20AgCl3N3P2Se2Si at a distorted geometry, with properties calculated with ωB97M-V/def2-TZVPD.

Results
total charge: -1
multiplicity: 1
relative energy (zero: lowest compared OMol25 entry of this formula, charge and spin): 11.21 kcal per mole

Each line ends with the natural charge from an NBO analysis.
Element x y z (Å)
Ag 1.4375 2.1531 -3.6106  0.532
Se 0.2988 -0.7211 2.2906  -0.516
P -1.2717 -0.3180 0.9504  1.297
C -2.3787 -1.6961 0.6848  -0.443
C -1.9793 -2.9491 1.1812  -0.183
C -2.6284 -4.1271 0.8470  -0.231
C -3.6686 -4.0056 -0.1270  -0.192
C -4.1248 -2.7926 -0.6486  -0.232
C -3.5017 -1.6233 -0.0924  -0.145
C -2.3649 0.9861 1.5851  -0.379
C -3.6389 0.9020 2.0749  -0.194
C -4.3747 2.0928 2.3585  -0.223
C -3.8444 3.3611 2.2210  -0.207
C -2.5282 3.4781 1.6061  -0.197
C -1.7720 2.2845 1.4449  -0.155
C -0.8757 0.3627 -0.6607  -0.333
C 0.1827 0.1576 -1.5690  -0.324
N -0.2808 0.7297 -2.7845  -0.378
N -1.4808 1.3219 -2.5153  -0.060
N -1.8368 1.0791 -1.3121  -0.281
P 1.9160 -0.2300 -1.3051  1.336
Se 3.0573 -0.0332 -3.1940  -0.580
C 2.0444 -1.9769 -0.9189  -0.398
C 0.8924 -2.7366 -0.7015  -0.179
C 1.0609 -4.0444 -0.2588  -0.197
C 2.3417 -4.6248 -0.1552  -0.207
C 3.4309 -3.8245 -0.4925  -0.231
C 3.3054 -2.4985 -0.8257  -0.138
C 2.7237 0.9037 -0.1627  -0.405
C 3.4058 0.3887 0.9212  -0.167
C 4.1094 1.2644 1.7482  -0.219
C 4.0596 2.6308 1.6200  -0.201
C 3.1982 3.1707 0.6828  -0.202
C 2.6295 2.2834 -0.2590  -0.163
H -1.0372 -2.9564 1.7200  0.248
H -2.2876 -5.1316 1.1758  0.218
H -4.0695 -4.9360 -0.5869  0.204
H -4.7938 -2.7456 -1.4720  0.224
H -3.9149 -0.6108 -0.2925  0.241
H -4.1590 -0.0123 2.3587  0.220
H -5.4046 2.0084 2.7295  0.204
H -4.2827 4.2778 2.6164  0.211
H -2.2058 4.4940 1.2948  0.224
H -0.7844 2.3522 0.9977  0.230
H -0.0858 -2.3633 -0.9727  0.237
H 0.1991 -4.6561 -0.1203  0.210
H 2.4430 -5.6858 0.1463  0.216
H 4.4913 -4.2834 -0.4584  0.209
H 4.1683 -1.8750 -1.1443  0.240
H 3.3994 -0.6579 1.1896  0.228
H 4.6652 0.8079 2.5971  0.207
H 4.6965 3.2564 2.2415  0.212
H 3.0260 4.2026 0.4411  0.232
H 1.9650 2.6901 -1.0821  0.234
Cl 3.5102 5.3834 -3.1578  -0.435
Si 1.6601 4.5234 -3.5337  0.681
Cl 0.8788 5.3423 -5.2933  -0.445
Cl 0.3784 5.2263 -2.0171  -0.456

=====

Entry 4:
Below is a molecular structure, C2HHgO3 at a distorted geometry, with properties calculated with ωB97M-V/def2-TZVPD.

Results
total charge: +1
multiplicity: 3
relative energy (zero: lowest compared OMol25 entry of this formula, charge and spin): 34.19 kcal per mole

Each line ends with the natural charge from an NBO analysis.
Element x y z (Å)
C 1.6187 -0.1296 -0.1510  0.411
O 0.5707 -0.9826 -0.2695  -0.477
C -0.2646 0.2306 -0.2965  0.999
O 0.8154 1.0158 -0.1550  -0.447
O -1.3929 0.4012 0.0440  -0.653
Hg -3.7403 -0.2970 0.2144  0.962
H 2.3929 -0.2384 0.6136  0.205

=====

| no. | DFT total energy (eV) |
| --- | --- |
| 1 | -72472.9580 |
| 2 | -40528.6097 |
| 3 | -230477.6083 |
| 4 | -12395.6420 |